Record 1
Molecular formula: C2H8S2
Method: DFT, ωB97M-V/def2-TZVPD

Positions of all 12 atoms, in Å:
C -1.666 2.551 -0.654
S -1.255 4.101 -1.417
H -2.167 1.912 -1.401
H -2.395 2.808 0.134
H -0.842 1.979 -0.197
H -2.507 4.454 -1.777
C 2.117 -2.783 1.189
S 0.516 -3.284 0.801
H 2.585 -2.205 0.374
H 2.671 -3.728 1.313
H 2.198 -2.202 2.123
H 0.745 -3.603 -0.490

HOMO energy = -8.93 eV
Frontier orbital gap = 0.3567 Ha
Structure (SMILES) = CS.CS
E_tot = -23873.4729 eV
Energy relative to the best compared isomer or geometry (same formula, charge and spin) = 15.5 kcal per mole

---

Record 2
Molecular formula: C40H46N8O2RuSe
Method: DFT, ωB97M-V/def2-TZVPD

Positions of all 98 atoms, in Å:
Ru 0.290 0.464 -0.090
C -2.143 2.469 -0.263
N -2.038 0.996 -0.171
C -2.665 0.397 -1.376
C -1.687 0.221 -2.504
C -2.045 0.392 -3.830
C -1.143 0.038 -4.823
C 0.085 -0.494 -4.454
C 0.380 -0.601 -3.111
N -0.476 -0.239 -2.145
C -2.700 0.474 1.046
C -1.852 0.529 2.289
C -2.427 0.724 3.535
C -1.635 0.619 4.668
C -0.292 0.313 4.513
C 0.207 0.147 3.235
N -0.549 0.260 2.137
C -1.207 3.197 0.662
C -1.586 4.375 1.283
C -0.648 5.079 2.022
C 0.641 4.581 2.103
C 0.934 3.389 1.466
N 0.032 2.689 0.770
H -3.178 2.781 -0.089
H -1.900 2.743 -1.296
H -3.537 0.976 -1.693
H -3.022 -0.599 -1.105
H -3.025 0.773 -4.080
H -1.401 0.161 -5.865
H 0.805 -0.815 -5.193
H 1.331 -1.007 -2.782
H -2.921 -0.581 0.863
H -3.658 0.982 1.204
H -3.482 0.948 3.614
H -2.058 0.769 5.651
H 0.372 0.202 5.358
H 1.248 -0.116 3.100
H -2.597 4.741 1.173
H -0.921 6.003 2.511
H 1.413 5.104 2.647
H 1.933 2.989 1.496
C -1.727 -5.300 0.040
C -1.621 -5.499 1.543
C -2.478 -4.529 2.352
C -2.039 -3.069 2.268
N -0.661 -2.881 2.743
C 0.433 -2.642 2.007
Se 0.444 -2.137 0.184
N 1.528 -2.715 2.778
C 2.939 -2.635 2.369
C 3.565 -4.017 2.278
C 2.966 -4.880 1.174
C 3.655 -6.230 1.064
C 1.128 -3.024 4.076
C 1.869 -3.174 5.251
C 1.144 -3.435 6.392
C -0.260 -3.537 6.373
C -0.991 -3.384 5.216
C -0.258 -3.127 4.055
H -1.175 -6.068 -0.501
H -1.336 -4.331 -0.287
H -2.766 -5.363 -0.285
H -0.578 -5.433 1.873
H -1.932 -6.515 1.793
H -2.507 -4.837 3.398
H -3.513 -4.564 2.003
H -2.671 -2.425 2.884
H -2.060 -2.699 1.241
H 3.423 -1.976 3.096
H 2.949 -2.135 1.396
H 3.478 -4.527 3.241
H 4.637 -3.884 2.111
H 3.032 -4.344 0.220
H 1.898 -5.032 1.367
H 4.715 -6.110 0.842
H 3.217 -6.839 0.276
H 3.570 -6.792 1.995
H 2.945 -3.089 5.267
H 1.662 -3.568 7.331
H -0.776 -3.745 7.299
H -2.067 -3.461 5.215
O 0.875 2.945 -2.644
C 1.040 2.155 -1.865
N 6.003 0.795 3.669
C 4.786 0.399 3.281
O 3.902 0.027 4.038
C 4.482 0.392 1.806
C 5.326 -0.005 0.783
C 4.795 -0.127 -0.496
C 3.454 0.132 -0.695
N 2.626 0.527 0.288
C 3.154 0.668 1.498
H 6.221 0.765 4.653
H 6.689 1.156 3.029
H 6.363 -0.252 0.969
H 5.409 -0.443 -1.326
H 3.022 0.020 -1.681
H 2.502 0.955 2.309

HOMO energy (spin up / spin down) = -15.56 / -16.00 eV
Net charge = +3
Multiplicity = 6
Frontier orbital gap (spin up / spin down) = 0.2944 / 0.2195 Ha
Expectation value of S² = 8.77
E_tot = -126148.7459 eV
Energy relative to the best compared isomer or geometry (same formula, charge and spin) = 4.7 kcal per mole

---

Record 3
Molecular formula: C32H43ClO15
Method: DFT, ωB97M-V/def2-TZVPD

Positions of all 91 atoms, in Å:
C -0.288 -2.250 1.526
C -1.699 -2.195 0.950
O -2.559 -1.360 1.704
C -3.689 -0.970 0.965
C -3.892 0.507 0.671
C -5.170 0.866 0.263
C -5.522 2.142 -0.072
C -4.572 3.152 -0.053
C -3.311 2.825 0.344
C -2.952 1.532 0.732
C -1.521 1.369 1.178
O -1.107 0.854 2.194
C -0.512 2.075 0.281
C 0.673 1.499 -0.070
C 1.565 2.227 -0.853
C 2.897 1.594 -1.197
C 3.855 1.565 0.021
C 3.924 2.919 0.762
Cl 3.385 0.305 1.234
C 1.198 3.495 -1.239
C -0.002 4.074 -0.886
C -0.878 3.355 -0.105
C -2.221 3.885 0.346
O -2.420 5.047 0.638
H 0.327 -2.802 0.802
H 0.165 -1.258 1.637
H -0.227 -2.730 2.507
H -2.080 -3.231 0.896
H -1.613 -1.868 -0.101
H -4.584 -1.332 1.498
H -3.709 -1.512 0.005
H -5.931 0.088 0.208
H -6.551 2.348 -0.353
H -4.842 4.162 -0.343
H 0.875 0.505 0.315
H 2.733 0.545 -1.474
H 3.416 2.122 -2.004
H 4.877 1.332 -0.282
H 3.677 3.745 0.085
H 4.933 3.029 1.171
H 3.221 2.982 1.597
H 1.905 4.060 -1.847
H -0.242 5.079 -1.222
C -3.200 -3.193 4.611
O -4.298 -3.805 3.927
C -4.480 -5.091 4.221
O -3.819 -5.744 4.984
O -5.528 -5.531 3.519
C -5.840 -6.907 3.738
H -3.155 -2.157 4.287
H -3.353 -3.220 5.688
H -2.263 -3.681 4.346
H -6.099 -7.082 4.781
H -5.007 -7.543 3.441
H -6.701 -7.142 3.117
C 3.971 -3.041 1.242
O 4.598 -4.228 1.733
C 4.069 -4.695 2.863
O 3.147 -4.211 3.464
O 4.739 -5.795 3.212
C 4.273 -6.406 4.415
H 4.482 -2.757 0.326
H 2.922 -3.228 1.015
H 4.066 -2.231 1.960
H 3.236 -6.722 4.310
H 4.379 -5.725 5.258
H 4.893 -7.281 4.589
C -2.523 -2.827 -5.993
O -1.742 -2.791 -4.798
C -1.514 -1.563 -4.331
O -1.902 -0.537 -4.823
O -0.780 -1.671 -3.222
C -0.458 -0.422 -2.609
H -2.637 -3.872 -6.268
H -3.509 -2.398 -5.821
H -2.015 -2.303 -6.800
H -1.363 0.103 -2.301
H 0.133 0.198 -3.282
H 0.135 -0.640 -1.725
C 5.997 5.297 -4.015
O 5.437 6.547 -4.417
C 4.302 6.865 -3.794
O 3.746 6.202 -2.957
O 3.891 8.043 -4.259
C 2.675 8.512 -3.674
H 6.908 5.156 -4.590
H 6.247 5.311 -2.955
H 5.311 4.480 -4.235
H 2.793 8.653 -2.601
H 1.858 7.823 -3.880
H 2.450 9.471 -4.132

HOMO energy = -9.42 eV
Frontier orbital gap = 0.3354 Ha
Structure (SMILES) = CCOCc1cccc2c1C(=O)c1cc(C[C@@H](C)Cl)ccc1C2=O.COC(=O)OC.COC(=O)OC.COC(=O)OC.COC(=O)OC
E_tot = -77116.3137 eV

---

Record 4
Molecular formula: C2H11NO2S2
Method: DFT, ωB97M-V/def2-TZVPD

Positions of all 18 atoms, in Å:
N -1.879 1.742 0.030
C -1.979 0.287 -0.291
C -1.337 -0.452 0.854
S -1.286 -2.274 0.588
S -0.197 -2.874 2.197
H -2.794 2.180 -0.087
H -1.379 2.205 -0.722
H -3.020 0.027 -0.394
H -1.459 0.116 -1.231
H -0.299 -0.159 1.012
H -1.917 -0.331 1.766
H 0.968 -2.225 2.001
O 2.024 1.842 -0.411
H 2.557 2.106 0.342
H 2.345 0.989 -0.728
O 3.072 -0.666 -1.606
H 2.992 -1.424 -1.009
H 3.588 -1.087 -2.310

HOMO energy = -8.56 eV
Frontier orbital gap = 0.3240 Ha
Structure (SMILES) = NCCSS.O.O
E_tot = -29507.7894 eV
Energy relative to the best compared isomer or geometry (same formula, charge and spin) = 8.5 kcal per mole

---

Record 5
Molecular formula: C50H116N4O8
Method: DFT, ωB97M-V/def2-TZVPD

Positions of all 178 atoms, in Å:
C -2.158 0.442 -0.109
C -1.231 -0.700 -0.515
N 0.002 -0.199 -1.111
C 0.680 -1.277 -1.850
C 0.933 -2.616 -1.111
C 0.818 0.485 -0.100
C 2.189 0.912 -0.600
H -3.166 0.082 0.099
H -2.241 1.175 -0.915
H -1.747 0.892 0.793
H -0.991 -1.257 0.406
H -1.754 -1.456 -1.106
H 0.102 -1.456 -2.760
H 1.643 -0.997 -2.285
H 1.221 -3.355 -1.856
H 1.787 -2.499 -0.437
H 0.109 -2.952 -0.487
H 0.892 -0.059 0.852
H 0.276 1.418 0.091
H 2.129 1.398 -1.577
H 2.796 0.011 -0.705
H 2.655 1.634 0.070
C 2.223 -6.301 -0.795
C 0.847 -6.839 -0.370
N 0.985 -8.066 0.424
C -0.186 -8.933 0.274
C -1.439 -8.458 1.020
C 1.371 -7.769 1.784
C 1.559 -9.009 2.668
H 2.775 -7.144 -1.225
H 2.809 -5.874 0.015
H 2.232 -5.639 -1.663
H 0.285 -6.098 0.211
H 0.353 -7.097 -1.305
H -0.400 -8.978 -0.795
H 0.071 -9.955 0.558
H -1.209 -8.425 2.089
H -1.749 -7.439 0.783
H -2.294 -9.111 0.851
H 0.697 -7.048 2.282
H 2.325 -7.234 1.726
H 0.623 -9.215 3.186
H 2.300 -8.742 3.422
H 1.916 -9.861 2.098
C -4.220 2.448 2.294
C -5.634 2.016 1.934
N -6.527 3.085 1.495
C -6.180 3.674 0.198
C -6.351 2.687 -0.949
C -6.729 4.185 2.447
C -6.987 3.716 3.870
H -3.654 2.642 1.375
H -3.696 1.595 2.736
H -4.023 3.318 2.919
H -5.705 1.245 1.167
H -6.109 1.504 2.776
H -6.897 4.461 -0.039
H -5.160 4.081 0.246
H -7.414 2.473 -1.057
H -5.948 3.039 -1.899
H -5.831 1.745 -0.756
H -7.636 4.672 2.081
H -5.893 4.901 2.432
H -6.057 3.482 4.391
H -7.641 2.844 3.889
H -7.468 4.504 4.453
C 6.921 3.989 -2.369
C 5.606 3.493 -1.771
N 4.816 2.617 -2.629
C 4.205 3.283 -3.770
C 3.356 4.471 -3.346
C 5.449 1.386 -3.072
C 5.740 0.448 -1.913
H 6.787 4.683 -3.200
H 7.438 3.117 -2.774
H 7.530 4.448 -1.590
H 5.852 2.884 -0.895
H 4.966 4.285 -1.384
H 3.592 2.562 -4.319
H 4.933 3.589 -4.544
H 2.754 4.230 -2.471
H 2.633 4.709 -4.128
H 3.925 5.378 -3.137
H 4.699 0.840 -3.665
H 6.207 1.500 -3.864
H 6.120 -0.521 -2.238
H 6.518 0.838 -1.253
H 4.799 0.293 -1.393
C -0.734 -1.795 6.208
C -0.303 -1.138 4.915
C -1.608 -0.683 4.320
O -2.482 -1.763 4.599
C -2.175 -2.289 5.905
H -0.781 -1.083 7.035
H -0.025 -2.537 6.579
H 0.200 -1.753 4.160
H 0.446 -0.347 5.028
H -1.647 -0.504 3.245
H -1.964 0.240 4.808
H -2.361 -3.356 5.927
H -2.834 -1.734 6.579
C 4.994 3.944 3.478
C 4.096 4.919 2.720
C 4.135 4.325 1.310
O 4.075 2.920 1.511
C 4.764 2.628 2.724
H 4.750 3.908 4.538
H 6.020 4.311 3.401
H 4.456 5.947 2.681
H 3.074 4.875 3.094
H 5.053 4.615 0.783
H 3.271 4.619 0.712
H 5.719 2.139 2.492
H 4.263 1.870 3.332
C -1.206 3.198 4.633
C -0.417 2.540 3.505
C 0.694 3.549 3.293
O 1.048 3.878 4.633
C -0.094 3.808 5.498
H -1.889 2.544 5.170
H -1.762 4.008 4.152
H -1.027 2.374 2.613
H -0.025 1.566 3.804
H 0.417 4.399 2.654
H 1.596 3.149 2.822
H -0.323 4.825 5.822
H 0.195 3.180 6.342
C -4.458 -1.863 -3.400
C -5.738 -2.474 -2.835
C -5.903 -3.674 -3.768
O -4.566 -4.184 -3.855
C -3.664 -3.076 -3.915
H -3.961 -1.242 -2.657
H -4.712 -1.274 -4.283
H -6.602 -1.816 -2.922
H -5.543 -2.833 -1.826
H -6.292 -3.445 -4.765
H -6.529 -4.454 -3.335
H -3.395 -2.858 -4.952
H -2.764 -3.312 -3.351
C -1.344 5.262 -2.365
C 0.147 4.978 -2.285
C 0.326 4.366 -0.896
O -0.707 5.000 -0.120
C -1.631 5.698 -0.922
H -1.883 4.322 -2.510
H -1.546 6.024 -3.113
H 0.628 5.959 -2.258
H 0.456 4.310 -3.084
H 1.304 4.609 -0.482
H 0.149 3.288 -0.856
H -1.531 6.785 -0.792
H -2.648 5.439 -0.612
C 4.446 -2.580 -4.714
C 4.115 -4.007 -5.180
C 4.324 -4.858 -3.909
O 4.037 -3.985 -2.832
C 4.366 -2.662 -3.174
H 3.746 -1.834 -5.093
H 5.446 -2.315 -5.054
H 4.780 -4.288 -5.991
H 3.056 -4.124 -5.401
H 5.310 -5.334 -3.877
H 3.556 -5.630 -3.855
H 5.383 -2.451 -2.809
H 3.718 -1.939 -2.679
C -0.062 1.610 -4.427
O -0.761 0.476 -3.970
H 0.987 1.582 -4.098
H -0.045 1.579 -5.514
H -0.475 2.552 -4.054
H -0.626 0.374 -3.013
C -4.676 -2.443 1.451
O -3.605 -1.854 2.187
H -5.511 -2.785 2.063
H -5.042 -1.705 0.737
H -4.217 -3.286 0.927
H -3.577 -2.156 3.109

HOMO energy = -8.10 eV
Frontier orbital gap = 0.3170 Ha
Structure (SMILES) = CCN(CC)CC.CCN(CC)CC.CCN(CC)CC.CCN(CC)CC.C1CCOC1.C1CCOC1.C1CCOC1.C1CCOC1.C1CCOC1.C1CCOC1.CO.CO
E_tot = -76066.4818 eV
Energy relative to the best compared isomer or geometry (same formula, charge and spin) = 0.0 kcal per mole

---

Question: The lowest E_tot belongs to which entry?
Answer: C40H46N8O2RuSe

---

Question: What is the E_tot in the second record?
Answer: -126148.7459 eV